# 1
11
Properties=species:S:1:pos:R:3:mulliken_spin:R:1 method="wB97M-V/def2-TZVPD" lumo_ha="-0.1619 / -0.1876" molar_mass_g_mol=242.0 de_lowest_kj_mol=420.8 spin_multiplicity=9 total_charge=+1
Eu 3.41 0.81 2.22 7.9927
O 0.86 0.64 0.20 -0.1326
C 0.60 -0.69 -0.27 -0.0017
H 1.07 -1.14 -1.16 -0.0028
H 0.74 -1.42 0.54 0.0060
C -2.10 -0.73 -0.16 0.0094
C -0.86 -0.49 -0.58 -0.0015
C -1.19 0.82 -0.04 -0.0039
O -1.68 1.91 -0.16 0.0006
Li 1.88 1.78 -0.87 0.1326
H -2.73 -1.49 0.28 0.0011


# 2
10
Properties=species:S:1:pos:R:3:mulliken_spin:R:1 method="wB97M-V/def2-TZVPD" lumo_ha="-0.5484 / -0.5483" molar_mass_g_mol=235.0 spin_multiplicity=8 total_charge=+3
H -0.15 1.16 0.67 0.0006
O 0.32 2.17 2.93 -0.0004
C 0.38 1.18 2.21 -0.0005
C 0.86 -0.13 2.34 -0.0024
C 0.70 -0.95 1.22 0.0098
C 0.25 -0.85 0.04 -0.0069
O -0.27 0.10 -0.60 -0.0015
Eu -1.29 0.21 -3.19 7.0014
H -0.05 2.06 3.83 -0.0001
H 0.88 -0.55 3.35 0.0001


# 3
13
Properties=species:S:1:pos:R:3:mulliken_spin:R:1 method="wB97M-V/def2-TZVPD" lumo_ha="-0.0492 / -0.0519" molar_mass_g_mol=283.0 de_lowest_kj_mol=139.9 spin_multiplicity=9 total_charge=0
C -0.11 0.73 -0.01 -0.1711
C 1.09 0.36 0.53 0.2842
O 1.27 -1.03 0.77 0.0182
C 2.40 -1.63 0.40 0.0022
O 3.26 -1.14 -0.29 0.0029
O 2.34 -2.89 0.80 -0.0016
H -0.50 1.64 0.48 0.0014
H 1.66 0.94 1.26 -0.0017
H 3.04 -3.40 0.36 0.0001
O -0.96 1.88 -2.96 0.1370
O -1.51 -0.20 -2.27 0.0463
C -0.85 0.91 -2.24 0.5761
Eu -1.67 -1.21 -0.31 7.1061


# 4
11
Properties=species:S:1:pos:R:3:nbo_charge:R:1 method="wB97M-V/def2-TZVPD" lumo_ha=0.0359 smiles=FC(F)c1ccno1 molar_mass_g_mol=119.1 de_lowest_kj_mol=46.1 total_charge=0
F 2.21 0.00 1.10 -0.3272
C 1.62 -0.55 0.00 0.5357
F 2.21 0.00 -1.10 -0.3305
C 0.16 -0.22 -0.01 0.2333
C -0.53 0.94 0.00 -0.3348
C -1.89 0.50 0.00 -0.0325
N -1.97 -0.80 0.00 -0.1078
O -0.67 -1.27 0.00 -0.2647
H 1.79 -1.61 0.00 0.1552
H -0.13 1.92 -0.02 0.2450
H -2.80 1.09 0.02 0.2283


# 5
10
Properties=species:S:1:pos:R:3:nbo_charge:R:1 method="wB97M-V/def2-TZVPD" lumo_ha=0.0390 smiles=FC1(F)[C@H]2C[C@]21F molar_mass_g_mol=108.1 de_lowest_kj_mol=167.3 total_charge=0
F -0.84 -3.16 0.55 -0.2738
C -0.29 -2.08 0.11 0.6719
F 0.76 -2.50 -0.70 -0.3543
C -0.07 -0.71 0.73 -0.3079
C -0.08 0.13 -0.54 -0.4042
C -1.08 -0.96 -0.48 0.2732
F -2.38 -0.69 -0.41 -0.2967
H -0.55 -0.41 1.59 0.2305
H -0.40 1.15 -0.35 0.2383
H 0.67 -0.03 -1.21 0.2230


# 6
10
Properties=species:S:1:pos:R:3:nbo_charge:R:1 method="wB97M-V/def2-TZVPD" lumo_ha=-0.0310 smiles="[H]/N=C1/N=CC=C1F" molar_mass_g_mol=98.1 de_lowest_kj_mol=236.6 total_charge=0
H 2.26 1.38 0.20 0.3613
N 1.28 1.80 0.10 -0.5166
C 0.41 0.95 -0.03 0.3051
N -1.00 1.10 -0.16 -0.4390
C -1.55 -0.04 0.01 0.1242
C -0.64 -1.17 0.17 -0.4035
C 0.58 -0.56 -0.06 0.3944
F 1.81 -1.06 -0.15 -0.3006
H -2.64 -0.11 -0.34 0.2142
H -0.51 -2.29 0.28 0.2605


# 7
11
Properties=species:S:1:pos:R:3:nbo_charge:R:1 method="wB97M-V/def2-TZVPD" lumo_ha=-0.0177 smiles="N#CC1=NOC[C@H]1F" molar_mass_g_mol=114.1 de_lowest_kj_mol=420.5 total_charge=0
N 3.31 0.25 0.85 -0.2394
C 2.19 0.23 0.40 0.2391
C 0.91 0.36 -0.15 -0.0210
N 0.35 1.47 -0.17 0.0385
O -1.05 1.38 -0.10 -0.3340
C -1.43 -0.03 0.05 -0.1379
C -0.12 -0.72 -0.31 0.1385
F -0.09 -1.36 -1.52 -0.3207
H -2.25 -0.25 -0.70 0.2358
H -1.68 0.00 1.09 0.2128
H -0.15 -1.33 0.57 0.1883


# 8
11
Properties=species:S:1:pos:R:3:nbo_charge:R:1 method="wB97M-V/def2-TZVPD" lumo_ha=-0.0145 smiles="Fc1cc[nH]c(=S)n1" molar_mass_g_mol=130.1 de_lowest_kj_mol=182.3 total_charge=0
F 1.87 0.83 -1.89 -0.3277
C 1.14 0.14 -0.88 0.6733
C 1.96 -0.26 0.25 -0.3962
C 1.16 -0.41 1.39 0.0880
N -0.20 -0.07 1.53 -0.5731
C -0.79 -0.02 0.31 0.2253
S -2.45 -0.21 0.06 -0.1820
N -0.14 0.10 -0.90 -0.4682
H 3.11 -0.25 0.38 0.2742
H 1.57 -0.48 2.35 0.2081
H -0.72 -0.14 2.54 0.4782


# 9
11
Properties=species:S:1:pos:R:3:nbo_charge:R:1 method="wB97M-V/def2-TZVPD" lumo_ha=-0.0532 smiles="NC1=C(F)C(=S)C=N1" molar_mass_g_mol=130.1 de_lowest_kj_mol=227.1 total_charge=0
N 1.96 -0.34 0.18 -0.7529
C 0.69 -0.02 -0.05 0.3775
C -0.32 -0.82 -0.24 0.1287
F -0.03 -2.11 -0.20 -0.3074
C -1.46 -0.13 -0.10 -0.2360
S -3.06 -0.43 0.09 0.0007
C -0.96 1.29 -0.10 0.1422
N 0.33 1.39 -0.15 -0.4385
H 2.21 -1.33 0.59 0.4435
H 2.48 0.48 0.20 0.4155
H -1.83 2.01 -0.23 0.2266


# 10
10
Properties=species:S:1:pos:R:3:nbo_charge:R:1 method="wB97M-V/def2-TZVPD" lumo_ha=-0.0096 molar_mass_g_mol=102.1 de_lowest_kj_mol=405.5 total_charge=0
C -2.01 -0.88 -0.07 1.1279
C -0.69 1.20 0.82 0.0502
C 0.00 0.15 0.26 -0.0429
C 1.38 -0.13 -0.28 -0.6587
O -3.16 -1.01 -0.23 -0.3772
O -0.82 -0.94 -0.08 -0.3871
F 0.32 2.18 0.97 -0.3991
H 1.74 -1.10 0.11 0.2202
H 1.19 -0.18 -1.47 0.2079
H 2.04 0.71 -0.03 0.2587


# 11
11
Properties=species:S:1:pos:R:3:nbo_charge:R:1 method="wB97M-V/def2-TZVPD" lumo_ha=-0.0289 smiles="O=CC(F)(C=O)C=O" molar_mass_g_mol=118.1 de_lowest_kj_mol=233.7 total_charge=0
O -1.77 -0.57 -1.26 -0.4853
C -1.40 -0.38 -0.14 0.4356
C 0.14 -0.20 0.31 0.0725
F 0.06 -0.65 1.68 -0.3607
C 0.30 1.28 0.33 0.4235
O -0.59 1.97 -0.16 -0.4863
C 1.22 -0.86 -0.58 0.3960
O 1.66 0.18 -1.17 -0.4740
H -2.14 -0.47 0.74 0.1470
H 1.07 1.60 0.93 0.1447
H 1.45 -1.90 -0.69 0.1869


# 12
12
Properties=species:S:1:pos:R:3:mulliken_spin:R:1 method="wB97M-V/def2-TZVPD" lumo_ha="-0.2045 / -0.2032" molar_mass_g_mol=166.7 spin_multiplicity=2 total_charge=+1
C 1.24 1.06 0.57 0.3861
O 1.79 0.80 1.70 0.1259
Ga 0.81 -1.00 -1.56 -0.0137
Li 1.21 0.45 3.33 0.0031
H 0.07 -0.51 0.43 0.0252
C 0.01 0.55 0.15 -0.1486
C -1.13 0.64 -0.82 0.5765
C -1.54 -0.47 -1.51 -0.0178
O -0.88 -1.04 -2.62 0.0384
Li 0.11 -1.66 1.26 0.0042
H 0.81 2.16 0.38 -0.0017
H -2.49 -0.97 -1.30 0.0224


# 13
9
Properties=species:S:1:pos:R:3:mulliken_spin:R:1 method="wB97M-V/def2-TZVPD" lumo_ha="0.0023 / -0.0585" molar_mass_g_mol=267.7 de_lowest_kj_mol=0.0 spin_multiplicity=2 total_charge=0
C -1.48 -1.31 0.06 0.9456
C -1.28 -0.08 0.55 -0.1101
H -0.93 -1.47 -0.89 0.0741
H -1.57 0.23 1.56 0.0161
C -0.33 1.09 -0.06 0.0922
C 0.80 0.76 -0.61 -0.0228
O 1.85 0.23 -0.80 0.0041
Hg 3.41 -1.57 -0.08 0.0006
H -0.48 2.12 0.26 0.0003


# 14
10
Properties=species:S:1:pos:R:3:mulliken_spin:R:1 method="wB97M-V/def2-TZVPD" lumo_ha="-0.3437 / -0.4415" molar_mass_g_mol=283.7 de_lowest_kj_mol=0.0 spin_multiplicity=2 total_charge=+2
H -1.06 -1.62 1.05 -0.0034
O -1.35 1.98 -1.50 -0.0001
C -0.38 1.42 -1.04 0.0009
C 0.81 0.89 -0.91 0.0005
C 1.03 -0.34 -0.23 0.0039
C 0.72 -1.32 0.42 -0.0076
O -0.11 -1.98 1.17 0.0382
Hg 0.23 -3.50 3.37 0.9676
H -1.53 2.90 -1.19 0.0001
H 1.64 1.57 -1.14 0.0000


# 15
8
Properties=species:S:1:pos:R:3:nbo_charge:R:1 method="wB97M-V/def2-TZVPD" lumo_ha=-0.0720 molar_mass_g_mol=178.0 de_lowest_kj_mol=271.3 total_charge=0
C 1.30 1.18 -0.13 -0.2058
C 2.12 0.11 0.25 0.0188
C 0.62 0.02 0.09 -0.0494
C -0.56 -0.75 0.10 -0.3124
I -3.22 -0.09 -0.08 -0.2028
H 1.12 2.20 -0.41 0.2469
H -0.69 -1.32 -0.81 0.2584
H -0.70 -1.34 0.99 0.2463


# 16
8
Properties=species:S:1:pos:R:3:nbo_charge:R:1 method="wB97M-V/def2-TZVPD" lumo_ha=-0.0266 smiles="C=CC#CI" molar_mass_g_mol=178.0 de_lowest_kj_mol=65.3 total_charge=0
C 1.51 0.09 -0.41 -0.3222
C 0.50 -0.71 0.01 -0.2740
C -0.80 -0.17 0.24 -0.1284
C -1.86 0.35 0.49 -0.1458
I -3.86 1.37 0.76 0.2372
H 1.33 1.15 -0.54 0.2019
H 2.51 -0.30 -0.64 0.2042
H 0.67 -1.77 0.10 0.2271


# 17
11
Properties=species:S:1:pos:R:3:nbo_charge:R:1 method="wB97M-V/def2-TZVPD" lumo_ha=-0.0091 molar_mass_g_mol=350.9 de_lowest_kj_mol=273.5 total_charge=0
C -2.28 0.03 -0.93 -0.3665
C -1.71 0.47 -2.05 -0.2610
C -1.48 -0.40 0.13 0.2507
C 1.29 0.78 3.06 -0.4896
N -0.82 -0.87 0.94 -0.2869
S 2.45 -0.23 2.56 0.2157
I -2.83 1.08 -3.71 0.1730
I 1.92 2.79 3.05 0.1308
H -3.41 0.03 -0.91 0.2593
H -0.62 0.42 -2.24 0.2319
H 1.69 -1.42 2.70 0.1425


# 18
10
Properties=species:S:1:pos:R:3:nbo_charge:R:1 method="wB97M-V/def2-TZVPD" lumo_ha="-0.0980 / -0.0980" smiles=CC(I)(C#N)C#N molar_mass_g_mol=206.0 de_lowest_kj_mol=82.7 total_charge=0
C 0.21 0.00 0.05 -0.6424
C 1.20 0.92 -0.49 -0.1150
I 2.21 -0.02 -2.71 0.0101
C 0.74 2.07 -1.14 0.2057
N 0.36 2.97 -1.71 -0.2210
C 2.29 1.12 0.39 0.2186
N 3.06 1.45 1.17 -0.2135
H 0.10 0.42 1.06 0.2474
H -0.70 -0.07 -0.57 0.2515
H 0.50 -1.06 0.15 0.2586


# 19
12
Properties=species:S:1:pos:R:3:lowdin_charge:R:1 method="wB97M-V/def2-TZVPD" lumo_ha="-0.3648 / -0.3756" molar_mass_g_mol=211.8 total_charge=+2
O 3.21 0.14 -0.33 -0.2159
C 1.92 0.44 -0.56 -0.2859
C 0.93 -0.20 0.12 -0.3035
In 2.81 -0.78 1.25 1.2264
Li 0.04 -1.80 -0.84 0.7927
H 1.75 1.42 -1.03 0.1686
C -1.53 -0.36 0.60 -0.2728
C -0.48 0.21 -0.05 -0.1344
O -2.79 -0.04 0.50 -0.1361
H -1.30 -1.21 1.28 0.1506
H -0.72 1.03 -0.75 0.1425
Li -3.84 1.16 -0.18 0.8679


# 20
10
Properties=species:S:1:pos:R:3:mulliken_spin:R:1 method="wB97M-V/def2-TZVPD" lumo_ha="-0.2204 / -0.1819" molar_mass_g_mol=130.5 de_lowest_kj_mol=913.9 spin_multiplicity=2 total_charge=+1
C 1.44 -1.07 2.20 0.5892
C 0.67 -2.02 1.99 0.5584
H -0.27 -1.31 0.64 0.2320
K 0.05 3.32 -1.74 0.0358
O -1.38 -0.65 -1.34 -0.0119
C -0.69 -0.21 -0.42 -0.0528
C 0.08 0.87 -0.09 0.4793
Mg -0.77 -0.33 -3.35 -0.8868
H -0.21 1.31 0.87 -0.0006
H 1.08 0.09 1.24 0.0574